1.
C13H12ClNO4 | the ωB97M-V functional and the def2-TZVPD basis

Output
HOMO level, eV: -10.11
SMILES: CCC(=O)OCCN1C(=O)c2cccc(Cl)c2C1=O
Charge: 0
Kohn-Sham gap, eV: 9.62
DFT total energy, eV: -35877.9584
ΔE to the lowest compared entry with this formula, charge and spin, kcal per mole: 15.3
LUMO level, eV: -0.50

Last columns: bonded neighbours and bond lengths (Å).
Atoms and positions in Å:
1 C -1.0836 2.8009 -2.5390  C2 1.542, H20 1.089, H21 1.088, H22 1.087
2 C -0.9125 1.6252 -1.5565  C1 1.542, C3 1.505, H23 1.090, H24 1.090
3 C -1.9735 1.6003 -0.4899  C2 1.505, O4 1.201, O5 1.363
4 O -3.1447 1.4538 -0.7122  C3 1.201
5 O -1.4866 1.7775 0.7712  C3 1.363, C6 1.431
6 C -2.0227 0.8963 1.7635  O5 1.431, C7 1.511, H25 1.091, H26 1.087
7 C -1.3885 -0.4728 1.6809  C6 1.511, N8 1.467, H27 1.100, H28 1.091
8 N -0.0601 -0.5328 2.3016  C7 1.467, C9 1.454, C18 1.460
9 C 0.4621 -1.8865 2.2071  N8 1.454, O10 1.191, C11 1.498
10 O 0.3746 -2.7167 3.0572  C9 1.191
11 C 1.2251 -1.9545 0.9193  C9 1.498, C12 1.380, C17 1.390
12 C 1.5822 -3.0338 0.1369  C11 1.380, C13 1.387, H29 1.081
13 C 2.2892 -2.7681 -1.0267  C12 1.387, C14 1.397, H30 1.081
14 C 2.6554 -1.4633 -1.3670  C13 1.397, C15 1.387, H31 1.081
15 C 2.3042 -0.3946 -0.5550  C14 1.387, Cl16 1.722, C17 1.384
16 Cl 2.7788 1.2079 -0.9707  C15 1.722
17 C 1.5603 -0.6478 0.5840  C11 1.390, C15 1.384, C18 1.498
18 C 0.9791 0.2471 1.6354  N8 1.460, C17 1.498, O19 1.190
19 O 1.3481 1.3214 1.9895  C18 1.190
20 H -0.1278 3.3079 -2.6656  C1 1.089
21 H -1.3798 2.4515 -3.5255  C1 1.088
22 H -1.8035 3.5327 -2.1820  C1 1.087
23 H -0.9395 0.6642 -2.0699  C2 1.090
24 H 0.0566 1.7088 -1.0653  C2 1.090
25 H -3.0991 0.7930 1.6182  C6 1.091
26 H -1.8573 1.3521 2.7365  C6 1.087
27 H -1.3862 -0.8060 0.6321  C7 1.100
28 H -2.0253 -1.1677 2.2310  C7 1.091
29 H 1.2959 -4.0372 0.4191  C12 1.081
30 H 2.5647 -3.5812 -1.6845  C13 1.081
31 H 3.2144 -1.2780 -2.2736  C14 1.081

Atomic partial charges in e from the Mulliken method, atoms 1 to 2: -1.273 0.512


2.
C6H16N2O2 | the ωB97M-V functional and the def2-TZVPD basis

Output
HOMO level, eV: -7.84
SMILES: CC(N)=O.C=CC.CNO
Charge: 0
Kohn-Sham gap, eV: 8.57
DFT total energy, eV: -13552.0993
ΔE to the lowest compared entry with this formula, charge and spin, kcal per mole: 139.6
LUMO level, eV: 0.73

Last columns: bonded neighbours and bond lengths (Å).
Atoms and positions in Å:
1 C -1.5707 1.6991 0.7869  C2 1.524, H5 1.091, H6 1.091, H7 1.088
2 C -1.2739 0.2106 0.9258  C1 1.524, N3 1.514, O4 1.234
3 N 0.1662 0.0399 1.3597  C2 1.514, H8 1.013, H9 1.015
4 O -2.0692 -0.5186 1.5236  C2 1.234
5 H -0.7351 2.2874 0.4041  C1 1.091
6 H -1.9050 2.0835 1.7519  C1 1.091
7 H -2.4059 1.8369 0.1029  C1 1.088
8 H 0.4069 0.6832 2.1049  N3 1.013
9 H 0.3461 -0.9298 1.6007  N3 1.015
10 C 1.5752 0.0812 -1.2252  C11 1.388, H13 1.082, H14 1.084
11 C 1.8963 0.5017 0.0584  C10 1.388, C12 1.505, H15 1.084
12 C 2.9295 -0.2240 0.8776  C11 1.505, H16 1.091, H17 1.093, H18 1.093
13 H 1.3026 0.8281 -1.9598  C10 1.082
14 H 1.9766 -0.8676 -1.5631  C10 1.084
15 H 1.8307 1.5633 0.2691  C11 1.084
16 H 2.8236 -1.3038 0.7651  C12 1.091
17 H 3.9266 0.0510 0.5255  C12 1.093
18 H 2.8703 0.0326 1.9383  C12 1.093
19 C -1.7425 -1.8254 -1.0069  N20 1.451, H22 1.090, H23 1.091, H24 1.090
20 N -1.1915 -0.4832 -0.9649  C19 1.451, O21 1.423, H25 1.136
21 O -1.9977 0.3971 -1.7389  N20 1.423, H26 0.968
22 H -1.8878 -2.1231 -2.0456  C19 1.090
23 H -2.7044 -1.8565 -0.4920  C19 1.091
24 H -1.0514 -2.5001 -0.5019  C19 1.090
25 H -0.0613 -0.3777 -1.0215  N20 1.136
26 H -1.4543 0.7142 -2.4749  O21 0.968

Atomic partial charges in e from the Mulliken method, atoms 1 to 2: -1.509 1.037


3.
C6H11N | the ωB97M-V functional and the def2-TZVPD basis

Output
HOMO level, eV: -11.28
SMILES: CCC[C@@H](C)C#N
Charge: 0
Kohn-Sham gap, eV: 12.21
DFT total energy, eV: -7890.3418
ΔE to the lowest compared entry with this formula, charge and spin, kcal per mole: 4.4
LUMO level, eV: 0.93

Last columns: bonded neighbours and bond lengths (Å).
Atoms and positions in Å:
1 C -2.4885 -0.1442 -0.9861  C2 1.525, H8 1.096, H9 1.095, H10 1.096
2 C -1.3258 0.2616 -0.0868  C1 1.525, C3 1.534, H11 1.096, H12 1.096
3 C 0.0538 -0.2630 -0.5050  C2 1.534, C4 1.551, H13 1.098, H14 1.098
4 C 1.0733 -0.2676 0.6645  C3 1.551, C5 1.534, C6 1.474, H15 1.098
5 C 2.5321 -0.1065 0.2180  C4 1.534, H16 1.094, H17 1.095, H18 1.094
6 C 0.7617 0.7738 1.6603  C4 1.474, N7 1.157
7 N 0.5115 1.5833 2.4483  C6 1.157
8 H -3.4319 0.1825 -0.5351  C1 1.096
9 H -2.4245 0.3072 -1.9821  C1 1.095
10 H -2.5390 -1.2324 -1.1079  C1 1.096
11 H -1.2755 1.3551 -0.0242  C2 1.096
12 H -1.5391 -0.0808 0.9328  C2 1.096
13 H -0.0254 -1.2926 -0.8782  C3 1.098
14 H 0.4543 0.3348 -1.3341  C3 1.098
15 H 0.9726 -1.2226 1.1969  C4 1.098
16 H 2.8108 -0.9014 -0.4803  C5 1.094
17 H 2.6723 0.8587 -0.2794  C5 1.095
18 H 3.2072 -0.1458 1.0784  C5 1.094

Atomic partial charges in e from the Mulliken method, atoms 1 to 2: -1.361 -0.461


Number 2 is which compound? C6H16N2O2


The lowest LUMO level belongs to which entry? C13H12ClNO4


Look up the charge of the second one. 0


Among the records above, which one has the lowest LUMO level? C13H12ClNO4